Here is a cluster of 2 separate species, C4H10O in total from the Open Molecules 2025 dataset. Energies are from ωB97M-V/def2-TZVPD.

Positions of all 15 atoms, in Å:
O 0.0164 -2.6425 2.1234
C 1.0442 -2.4766 2.7209
H 1.8969 -3.1659 2.5680
H 1.1590 -1.6585 3.4536
C 0.3245 0.8112 -2.3548
C -0.0426 2.0620 -1.5824
C -1.2733 1.9469 -0.6573
H -0.4503 0.4959 -3.0578
H 0.6266 -0.0434 -1.7531
H 1.1786 1.0190 -3.0166
H -0.2927 2.8498 -2.2948
H 0.8310 2.3538 -1.0047
H -1.4194 2.9048 -0.1663
H -2.1407 1.7182 -1.2730
H -1.1424 1.1546 0.0738

Results
- LUMO level: 0.8623 eV
- HOMO: -10.293 eV
- M: 74.123 g/mol
- F_max: 0.0204 hartree/bohr
- Total charge: 0
- Frontier orbital gap: 11.155 eV